Model 1:
Molecular formula: CH10O3S2
Method: DFT, wB97M-V/def2-TZVPD

Last column: Löwdin charge in e.
Positions of all 16 atoms, in Å:
C: -1.97 -0.46 1.24  -0.45
S: -0.90 1.03 1.17  0.35
S: -0.27 1.36 -0.75  0.31
H: -2.68 -0.25 2.04  0.02
H: -1.39 -1.31 1.58  0.01
H: -2.56 -0.65 0.35  0.03
H: -1.35 1.28 -1.53  -0.19
H: -0.79 -1.43 -3.11  0.03
H: -1.17 -2.71 -2.25  0.02
O: -1.30 -1.79 -2.39  -0.06
H: 3.12 -0.91 -1.50  0.06
H: 2.00 -0.46 -0.65  -0.04
O: 2.72 -0.08 -1.12  -0.10
H: 2.53 -0.54 2.03  0.01
H: 1.38 -1.49 2.21  0.01
O: 2.32 -1.45 2.10  -0.03

charge: 0
SMILES string: CSS.O.O.O
frontier orbital gap: 8.88 eV
HOMO energy: -8.5 eV



Model 2:
Molecular formula: CH10O3S2
Method: DFT, wB97M-V/def2-TZVPD

Last column: Löwdin charge in e.
Positions of all 16 atoms, in Å:
C: 1.37 -0.78 0.00  -0.45
S: 2.15 0.81 0.46  0.37
S: 3.48 1.16 -1.11  0.30
H: 1.49 -1.02 -1.06  0.04
H: 0.31 -0.62 0.19  0.00
H: 1.78 -1.58 0.59  0.03
H: 4.37 0.22 -0.77  -0.20
H: 0.13 1.70 -0.91  -0.02
H: -0.74 2.90 -0.85  0.05
O: -0.80 1.95 -0.86  -0.06
H: -2.19 0.72 1.64  0.05
H: -2.32 1.03 0.16  0.01
O: -2.65 0.44 0.84  -0.06
H: -2.40 -3.01 0.31  0.03
H: -2.23 -1.54 0.67  -0.01
O: -1.76 -2.39 0.68  -0.07

charge: 0
SMILES string: CSS.O.O.O
frontier orbital gap: 9.59 eV
HOMO energy: -9.2 eV



model 2 comes first in stability; the runner-up is 0.0296 hartree higher.



Model 1:
Molecular formula: C3H9NO2
Method: DFT, wB97M-V/def2-TZVPD

Last column: Löwdin charge in e.
Positions of all 15 atoms, in Å:
C: 1.22 -0.93 0.95  0.05
C: 0.64 -0.58 -0.43  -0.40
N: -0.65 -0.72 -0.60  0.19
C: -1.70 -0.78 0.42  0.04
O: 1.43 -0.43 -1.39  0.25
H: 1.00 -1.98 1.11  0.11
H: 2.30 -0.86 0.86  0.11
H: 0.85 -0.25 1.69  0.08
H: -1.04 -0.45 -1.49  0.19
H: -2.43 -1.55 0.19  0.13
H: -2.33 0.11 0.33  0.13
H: -1.26 -0.89 1.40  0.10
H: -0.59 2.06 1.18  0.01
H: -0.23 3.52 0.70  0.05
O: -0.73 2.73 0.51  -0.05

charge: +1
2S+1: 2
frontier orbital gap (alpha / beta): 11.43 / 6.06 eV
HOMO energy (alpha / beta): -15.4 / -15.4 eV



Model 2:
Molecular formula: C3H9NO2
Method: DFT, wB97M-V/def2-TZVPD

Last column: Löwdin charge in e.
Positions of all 15 atoms, in Å:
C: -2.77 -0.34 1.37  0.03
C: -1.87 -0.16 0.13  -0.55
O: -2.55 0.73 -0.71  0.02
O: -0.72 -0.39 0.04  0.08
H: -3.61 0.30 1.17  0.08
H: -2.03 -0.19 2.21  0.12
H: -3.26 -1.27 1.44  0.07
C: 2.79 0.09 -1.13  -0.05
N: 2.96 0.11 0.31  0.28
H: 2.45 0.99 0.60  0.18
H: 2.70 -0.70 0.84  0.15
H: -2.25 0.52 -1.68  0.17
H: 2.68 -0.99 -1.65  0.17
H: 3.63 0.70 -1.53  0.14
H: 1.85 0.60 -1.42  0.12

charge: +1
2S+1: 2
frontier orbital gap (alpha / beta): 10.23 / 4.82 eV
HOMO energy (alpha / beta): -13.9 / -13.9 eV



model 1 comes first in stability; the runner-up is 0.0194 hartree higher.